(1)
Below is the molecule C5H12N2O, with properties calculated with wB97M-V/def2-TZVPD.

SMILES: CNCCNC(C)=O
Calculated total energy in eV: -10407.088
Energy relative to the best compared isomer or geometry (same formula, charge and spin) in kcal/mol: 30.8
Gap between HOMO and LUMO in eV: 9.65

```
! RIJCOSX wB97M-V def2-TZVPD def2/J DEFGRID3
* xyz 0 1
H 2.934 -1.422 0.227
O -2.643 1.499 -0.545
H 0.680 0.000 -1.607
H -0.400 1.914 0.049
C -2.043 -0.760 -1.055
N 2.240 -1.203 0.926
H 1.557 0.890 -0.462
C -1.775 0.650 -0.582
H 3.676 0.244 1.372
H -2.320 -1.411 -0.232
H 0.111 -1.227 0.920
C 0.699 0.228 -0.535
C 2.684 -0.057 1.718
H 2.819 -0.381 2.754
N -0.512 0.931 -0.154
H 1.992 0.787 1.738
H -1.158 -1.211 -1.517
H 0.907 -1.929 -0.430
H -2.863 -0.711 -1.756
C 0.961 -1.082 0.246
*
```

=====

(2)
Below is a structure of composition C23H47NO2PtS2Si2, with properties calculated with wB97M-V/def2-TZVPD.

Calculated total energy in eV: -70869.222
Gap between HOMO and LUMO (spin up / spin down) in eV: 6.71 / 7.36

```
! RIJCOSX wB97M-V def2-TZVPD def2/J DEFGRID3
* xyz 0 3
H 4.467 1.842 -1.717
S 0.385 -0.158 4.315
H -3.338 -3.617 -1.174
S 0.514 -1.803 1.638
H -0.056 -2.730 -2.824
H 3.456 3.116 -1.040
Si 0.715 2.291 -6.321
H 1.614 4.580 -6.023
C -0.223 1.767 2.743
H 4.604 -0.689 1.694
H -5.581 -0.713 -5.076
C -0.608 3.048 2.353
H -0.110 2.143 6.141
H 0.249 3.250 -8.564
C -5.118 0.257 -4.906
H 2.024 -0.941 -0.105
N -0.001 0.701 1.938
H -3.507 1.468 -5.624
H -2.062 -3.636 -2.378
H -1.062 2.197 -8.069
C -1.604 -2.466 -0.579
H -0.752 3.292 1.310
H 5.730 0.448 0.986
C -4.031 -2.383 -6.744
H 2.759 3.574 -6.892
H 5.030 2.787 -0.350
C -3.918 0.481 -5.829
H -5.875 1.024 -5.061
H -0.777 1.096 -4.693
H -1.295 -3.296 0.052
H -0.793 4.444 5.484
C -0.811 4.017 3.357
H 2.585 1.266 2.718
C 2.044 3.582 -6.071
C 4.151 2.318 -0.790
H 1.712 -4.269 -1.916
Pt 0.000 0.000 0.000
H 4.996 -0.792 -0.020
C 0.428 -2.517 -1.873
H -4.807 0.301 -3.863
H 2.084 2.652 1.746
C -0.286 2.047 -4.734
O -2.910 -0.499 -5.569
C -2.774 -1.522 -6.558
C 2.901 1.961 1.945
H 1.278 -1.893 -2.128
H -2.167 -1.788 0.053
H 2.594 3.405 -5.151
H 2.350 0.421 -6.195
C -0.359 2.945 -7.713
H 0.860 -0.108 -6.973
C -0.050 1.464 4.100
H 2.274 0.019 -1.521
H -4.858 -1.805 -7.155
H -4.358 -2.817 -5.800
C -2.562 -3.011 -1.641
C -0.630 3.695 4.719
C 4.809 -0.103 0.802
H -3.066 -2.197 -2.148
C 2.027 0.083 -0.463
H -1.954 -2.170 -6.253
H -0.931 3.813 -7.387
H -3.835 -3.204 -7.434
H -1.114 5.019 3.086
H -4.224 0.506 -6.876
H -2.472 -1.088 -7.511
O -0.450 -1.747 -1.032
H 0.303 2.361 -3.910
H 0.178 -4.558 -1.115
Si 3.407 1.069 0.389
C 0.965 -3.820 -1.262
C 0.326 -0.377 2.650
H 2.027 0.856 -7.863
H 1.439 -3.635 -0.302
C -0.245 2.405 5.099
C 1.564 0.717 -6.887
H -1.113 2.741 -4.802
H 3.729 2.543 2.347
*
```

=====

(3)
Below is a cluster of 4 separate species, C18H45BIO4 in total, with properties calculated with wB97M-V/def2-TZVPD.

Calculated total energy in eV: -36359.886
Energy relative to the best compared isomer or geometry (same formula, charge and spin) in kcal/mol: 104.0
Gap between HOMO and LUMO in eV: 6.01

```
! RIJCOSX wB97M-V def2-TZVPD def2/J DEFGRID3
* xyz -1 1
B 4.006 -0.834 -1.462
H 1.701 -5.289 -2.633
H -0.923 0.871 0.561
H 1.479 -0.987 1.791
H 0.770 0.316 -1.051
H -3.368 5.316 0.783
H 4.320 -1.870 -1.957
H -4.361 3.508 7.236
H 0.969 -2.798 1.918
H 1.587 -7.579 -1.602
H -0.425 -1.482 1.959
C 0.624 -1.734 1.507
O 2.974 -0.952 -0.413
H -2.078 0.477 -0.990
H -0.253 5.742 0.898
I 5.156 -2.476 -5.984
C -4.669 3.840 6.240
H 0.374 -1.224 -3.203
C 0.756 -5.677 -2.237
H -2.671 5.714 5.763
H 0.109 -7.101 -0.734
C 1.040 -6.731 -1.178
C -2.358 4.666 5.705
H 3.302 1.275 -2.311
C -0.080 -6.244 -3.373
H -0.392 3.500 0.000
H -0.287 -5.471 -4.121
H 3.152 -2.070 -4.096
H -1.375 6.115 2.227
H -1.981 4.359 6.685
H -2.112 3.712 2.256
H -1.536 4.622 4.983
H -1.043 0.017 -2.923
H 2.309 -0.256 -2.921
C -3.509 3.779 5.258
C -2.708 4.549 0.365
C -1.326 0.066 -0.187
O -3.957 4.198 3.972
H -2.256 4.939 -0.554
C -1.639 4.140 1.365
H 5.451 -0.341 -3.521
H 2.336 -2.758 -1.567
C 0.017 -0.589 -0.939
C 2.223 -2.211 -0.539
C -0.774 5.324 1.767
H -5.064 4.859 6.317
C 4.387 -0.055 -3.965
H 4.980 -0.305 -1.047
H 0.013 -2.854 -0.424
H -3.315 3.685 0.076
C 0.638 -1.878 -0.141
C 3.702 -1.314 -4.821
H -3.161 2.744 5.163
H -1.360 -1.786 -2.452
H -4.268 5.115 4.046
H -0.001 5.013 2.478
C 3.381 0.156 -2.647
O -0.817 3.128 0.791
H 1.633 -6.305 -0.361
O 0.063 -4.583 -1.641
H 0.432 -7.077 -3.863
H -5.495 3.206 5.899
C -0.509 -0.955 -2.483
H 2.854 -0.801 -5.485
H 4.396 0.953 -4.571
H -1.051 -6.597 -3.006
H -0.777 -4.918 -1.286
H -1.841 -0.864 0.353
H 2.606 -2.937 0.327
*
```